Entry from OMol25: a molecular structure, C23H41AlN2OP3 (ωB97M-V/def2-TZVPD).

Atoms and positions in Å:
1 Al 0.60938 -0.36151 1.42248
2 P 0.87838 1.91686 2.38248
3 P -1.82875 -0.36017 1.77199
4 P -1.29507 1.91176 -3.19850
5 H 3.94507 -3.19913 -2.55418
6 C 3.84957 -2.16946 -2.90688
7 C 4.27426 -1.10741 -2.23165
8 H 4.58065 -1.13553 -1.18001
9 C 2.25330 1.89623 3.59394
10 C -0.28266 3.10871 3.16857
11 C 1.54560 2.96943 1.02850
12 C -2.88738 -1.53510 0.86517
13 C -1.98921 -0.88793 3.53166
14 C -2.80456 1.18497 1.67162
15 C -0.49993 2.77534 -4.55758
16 C -1.92656 3.00486 -1.92076
17 C -2.51723 0.71824 -3.70165
18 H 3.53255 -2.08384 -3.95657
19 H 4.51374 -0.17762 -2.77007
20 H 3.19020 1.62819 3.08248
21 H 2.03212 1.14872 4.37185
22 H 2.35592 2.89044 4.05905
23 H -0.96960 2.58223 3.84186
24 H -0.86932 3.63788 2.40579
25 H 0.28489 3.84799 3.75269
26 H 2.00794 2.33788 0.25687
27 H 2.29202 3.66761 1.43761
28 H 0.72800 3.54768 0.57310
29 H -3.80975 -1.02277 0.53046
30 H -3.16972 -2.39598 1.50040
31 H -2.35640 -1.90829 -0.02823
32 H -2.86201 -0.38843 3.97455
33 H -1.08477 -0.62295 4.09785
34 H -2.12475 -1.97642 3.57411
35 H -3.73239 0.98688 1.12204
36 H -2.23301 1.94995 1.13375
37 H -3.05285 1.54460 2.67747
38 H -1.12668 3.61931 -4.88462
39 H -0.35759 2.09579 -5.41346
40 H 0.47619 3.17126 -4.22957
41 H -1.86681 4.04671 -2.25672
42 H -1.31279 2.88208 -1.01522
43 H -2.96772 2.72854 -1.70827
44 H -3.11240 1.14064 -4.51044
45 H -3.17017 0.49550 -2.85841
46 H -2.03915 -0.19855 -4.04439
47 C 1.11582 -0.45148 -1.55642
48 C 0.34336 -1.47328 -2.14332
49 C 0.14315 -1.38201 -3.51731
50 C 0.80160 -0.41925 -4.27749
51 C 1.68708 0.48719 -3.69137
52 C 1.94638 0.38624 -2.33135
53 O 0.96499 -0.08240 -0.28753
54 H -0.30309 1.20189 -2.49348
55 H -0.10394 -2.23382 -1.49752
56 H -0.54941 -2.08312 -3.99003
57 H 0.59953 -0.35284 -5.35206
58 H 2.15359 1.26770 -4.31003
59 H 2.72752 0.93172 -1.80197
60 N -2.54473 -5.60060 2.16634
61 C -1.55075 -4.99482 2.30091
62 C -0.35503 -4.21080 2.54592
63 C 0.38680 -4.39309 3.71692
64 C 1.33216 -3.43651 4.06991
65 C 1.48098 -2.31318 3.27291
66 N 0.79575 -2.17246 2.10305
67 C -0.02272 -3.18112 1.67055
68 H 0.18593 -5.26082 4.34246
69 H 1.93589 -3.52370 4.97214
70 H 2.16717 -1.50411 3.52789
71 H -0.43860 -3.11051 0.65976

The value obtained for the energy relative to the best compared isomer or geometry (same formula, charge and spin) is 0.000 eV. As for the total charge: +3. As for the gap between HOMO and LUMO: 6.279 eV. The calculated total energy is -63983.0840 eV.

Atom charges from the Mulliken analysis, given in e for atoms 1 to 8: Al -1.057; P 1.121; P 1.291; P 1.161; H 0.288; C -0.535; C -0.460; H 0.290



Entry from OMol25: C6H5N3O in the gas phase (ωB97M-V/def2-TZVPD).

Atoms and positions in Å:
1 O 1.76719 1.85177 1.40656
2 C 0.93002 1.52580 0.43797
3 N 0.70061 1.92803 -0.81062
4 N -0.04654 1.39902 -1.75456
5 C -0.70757 0.34018 -1.54408
6 N -0.60412 -0.25388 -0.33965
7 C -0.90503 -1.60912 -0.26494
8 C -0.32157 -1.95204 0.96788
9 C 0.40968 -0.82695 1.60803
10 C 0.26678 0.10326 0.66307
11 H 1.19098 2.81530 -1.41283
12 H -1.25834 -0.17936 -2.35371
13 H -1.40079 -2.06466 -1.02158
14 H -0.44097 -2.80075 1.62528
15 H 0.41968 -0.27661 2.79317

The value obtained for the energy relative to the best compared isomer or geometry (same formula, charge and spin) is 4.044 eV. The SMILES is O=c1[nH]ncn2cccc12. As for the total charge: 0. As for the gap between HOMO and LUMO: 9.738 eV. The calculated total energy is -12816.5027 eV.

Atom charges from the natural (NBO) analysis, given in e for atoms 1 to 8: O -0.616; C 0.608; N -0.414; N -0.268; C 0.230; N -0.362; C -0.085; C -0.251



Entry from OMol25: a molecular structure, C2H3N3O (ωB97M-V/def2-TZVPD).

Atoms and positions in Å:
1 C 0.54403 -0.50021 -0.10655
2 C -0.23082 1.28107 -0.74740
3 H 1.41362 -1.87320 1.09368
4 H -0.61818 2.32622 -1.01263
5 H -1.22855 -0.89849 1.18396
6 N 1.37714 -1.36905 0.05155
7 N 0.60048 0.37315 -1.05896
8 N -0.69251 -0.32160 0.43291
9 O -1.16522 0.98211 0.16342

The value obtained for the energy relative to the best compared isomer or geometry (same formula, charge and spin) is 4.080 eV. As for the total charge: 0. As for the gap between HOMO and LUMO: 9.805 eV. The calculated total energy is -8636.4145 eV.

Atom charges from the natural (NBO) analysis, given in e for atoms 1 to 8: C 0.467; C 0.388; H 0.341; H 0.212; H 0.417; N -0.688; N -0.471; N -0.368



Number 1: lowest unoccupied orbital energy -9.35 eV, F_max 3.849 eV/A. Number 2: lowest unoccupied orbital energy 0.69 eV, F_max 7.545 eV/A. Number 3: lowest unoccupied orbital energy 0.68 eV, F_max 8.012 eV/A.